Below is an isolated molecule of C22H32N4O5, with properties calculated with wB97M-V/def2-TZVPD.

**E_HOMO**: -7.5 eV
**SMILES**: CCOC(=O)CCc1c(C)nc2cc([C@@H]3CCCN(C(=O)OC(C)(C)C)C3)[nH]n2c1=O
**Kohn-Sham gap**: 8.1 eV
**E_LUMO**: 0.608 eV

Geometry (Å):
C -2.761 1.491 2.334
C -2.443 0.734 3.614
O -1.240 1.237 4.202
C -0.128 0.522 4.054
O -0.075 -0.573 3.552
C 1.070 1.260 4.609
C 1.835 1.931 3.448
C 2.193 0.921 2.397
C 3.334 0.142 2.429
C 4.386 0.322 3.482
N 3.612 -0.817 1.530
C 2.703 -1.051 0.616
C 2.639 -2.004 -0.431
C 1.445 -1.809 -1.076
C 0.904 -2.497 -2.287
C 1.346 -1.735 -3.555
C 0.427 -2.084 -4.722
C -0.976 -1.521 -4.453
N -1.234 -1.516 -3.029
C -1.798 -0.477 -2.371
O -1.833 -0.431 -1.152
O -2.291 0.445 -3.196
C -2.839 1.681 -2.657
C -4.056 1.388 -1.783
C -1.768 2.443 -1.878
C -3.251 2.463 -3.905
C -0.638 -2.604 -2.288
N 0.803 -0.761 -0.509
N 1.549 -0.319 0.528
C 1.221 0.747 1.363
O 0.214 1.408 1.138
H -1.911 1.427 1.659
H -3.635 1.055 1.858
H -2.955 2.538 2.551
H -2.309 -0.332 3.408
H -3.226 0.871 4.366
H 0.736 2.015 5.319
H 1.718 0.536 5.105
H 1.183 2.679 2.991
H 2.721 2.425 3.846
H 3.985 0.096 4.467
H 5.209 -0.354 3.270
H 4.754 1.346 3.489
H 3.387 -2.736 -0.649
H 1.324 -3.506 -2.314
H 1.294 -0.660 -3.369
H 2.381 -1.983 -3.789
H 0.390 -3.168 -4.839
H 0.813 -1.662 -5.649
H -1.051 -0.493 -4.810
H -1.737 -2.118 -4.970
H -4.789 0.810 -2.343
H -4.509 2.323 -1.467
H -3.758 0.826 -0.903
H -2.151 3.422 -1.604
H -0.880 2.576 -2.493
H -1.490 1.917 -0.968
H -3.971 1.890 -4.484
H -3.700 3.409 -3.617
H -2.383 2.659 -4.530
H -1.034 -2.591 -1.272
H -0.942 -3.539 -2.765
H -0.187 -0.497 -0.575

Here are the Löwdin charges for atoms 1 to 6, given in e:
1. C -0.057
2. C -0.205
3. O 0.004
4. C -0.504
5. O 0.110
6. C -0.064

Below is a structure of composition C5H6I2, with properties calculated with wB97M-V/def2-TZVPD.

**E_HOMO (spin up / spin down)**: -7.9 / -7.9 eV
**Kohn-Sham gap (spin up / spin down)**: 5.5 / 5.6 eV
**E_LUMO (spin up / spin down)**: -2.362 / -2.337 eV

Geometry (Å):
C 1.631 -0.351 -0.550
C 0.978 0.410 0.381
C 0.338 -0.749 -1.226
C -0.305 0.083 -0.151
C -1.514 0.886 0.279
I 1.865 1.652 1.876
I -0.725 -2.260 2.187
H 2.614 -0.686 -0.557
H 0.226 -0.302 -2.161
H 0.281 -1.916 -1.087
H -2.365 0.444 -0.026
H -1.397 1.812 -0.285
H -1.627 0.976 1.319

Here are the Löwdin charges for atoms 1 to 6, given in e:
1. C -0.035
2. C -0.731
3. C -0.101
4. C -0.239
5. C -0.044
6. I 0.821

no.,calculated total energy (eV)
1,-39533.2965
2,-21479.4425